1.
Molecular formula: C5H10IN4O2S
Method: DFT, the ωB97M-V functional and the def2-TZVPD basis

Last column: natural (NBO) charge in e.
Positions of all 23 atoms, in Å:
C -0.673 3.018 -0.831  -0.86
S -1.137 2.605 0.851  2.26
O -2.552 2.566 0.897  -0.87
O -0.567 3.497 1.788  -0.85
N -0.604 0.960 1.200  -0.38
C 0.077 0.224 0.361  0.28
N 0.288 -0.962 0.910  -0.33
C 0.970 -2.127 0.350  -0.23
C 1.229 -2.027 -1.152  -0.25
N -0.003 -1.758 -1.899  -0.85
C -0.299 -0.860 2.159  0.22
I -0.340 -2.391 3.564  0.33
N -0.837 0.273 2.354  -0.21
H -0.433 2.165 -1.454  0.24
H -1.530 3.568 -1.203  0.30
H 0.174 3.697 -0.809  0.28
H 0.456 0.423 -0.621  0.25
H 1.912 -2.287 0.868  0.24
H 0.321 -2.985 0.498  0.24
H 1.637 -2.994 -1.430  0.24
H 2.001 -1.296 -1.401  0.20
H 0.038 -0.864 -2.369  0.36
H -0.128 -2.445 -2.630  0.39

Calculated values
- F_max (eV Å⁻¹) = 3.63
- charge = +1
- energy (eV) = -34329.621
- SMILES string = CS(=O)(=O)n1c[n+](CCN)c(I)n1

---

2.
Molecular formula: C10H8FNO
Method: DFT, the ωB97M-V functional and the def2-TZVPD basis

Last column: natural (NBO) charge in e.
Positions of all 21 atoms, in Å:
C -1.478 -0.194 1.161  -0.13
C -1.576 0.609 2.240  -0.28
C 0.392 1.941 1.548  -0.32
C -0.374 -0.077 0.360  -0.30
C -0.578 1.633 2.421  0.44
C 0.112 -0.811 -0.696  0.12
C 0.552 1.051 0.464  0.22
C -0.951 -3.027 -0.678  0.48
C 1.359 -0.127 -1.247  -0.21
C 1.413 0.142 -2.684  -0.58
N 1.507 1.039 -0.484  -0.43
O -1.910 -3.054 -1.387  -0.45
F -0.775 2.478 3.498  -0.34
H -2.106 -1.016 0.922  0.22
H -2.167 0.585 3.113  0.24
H 0.985 2.783 1.517  0.24
H -0.544 -3.747 0.128  0.19
H 2.042 -0.870 -1.019  0.24
H 2.301 0.579 -3.080  0.23
H 0.516 0.794 -2.783  0.21
H 1.281 -0.712 -3.314  0.21

Calculated values
- F_max (eV Å⁻¹) = 4.22
- energy above the lowest of the compared OMol25 structures with the same formula, charge and spin (kcal per mole) = 64.3
- energy (eV) = -16748.770

---

3.
Molecular formula: C4H14NO2
Method: DFT, the ωB97M-V functional and the def2-TZVPD basis

Last column: natural (NBO) charge in e.
Positions of all 21 atoms, in Å:
C -0.072 -1.625 0.312  -0.64
C -0.404 -0.146 0.321  -0.05
C 0.400 0.628 1.368  0.08
C 1.901 0.331 1.365  -0.65
O 0.172 1.998 1.032  -0.75
N -0.125 0.492 -1.024  -0.69
H -0.089 -2.014 1.321  0.25
H 0.908 -1.803 -0.127  0.22
H -0.735 -2.203 -0.321  0.25
H -1.463 0.006 0.529  0.23
H -0.027 0.362 2.332  0.20
H 2.164 -0.520 1.993  0.24
H 2.408 1.229 1.723  0.25
H 2.262 0.150 0.342  0.19
H 0.167 2.542 1.825  0.50
H -0.793 1.253 -1.143  0.45
H -0.233 -0.145 -1.819  0.47
H 0.798 0.930 -1.060  0.44
H -1.384 -1.780 -3.462  0.50
H -2.594 -1.599 -2.555  0.50
O -1.648 -1.403 -2.612  -0.98

Calculated values
- F_max (eV Å⁻¹) = 0.73
- energy above the lowest of the compared OMol25 structures with the same formula, charge and spin (kcal per mole) = 10.4
- charge = +1
- energy (eV) = -9954.312